# 1
Entry from the OMol25 dataset: a 9-piece molecular cluster, C24H48NO27 overall (ωB97M-V/def2-TZVPD).

XYZ file:
```
100
Properties=species:S:1:pos:R:3
N -19.86 -11.79 -13.12
O -19.44 -12.46 -14.09
O -20.43 -10.69 -13.31
O -19.66 -12.21 -11.94
C -23.57 -7.71 -18.58
O -24.12 -7.97 -17.29
C -23.32 -8.53 -16.41
O -22.15 -8.74 -16.55
O -24.03 -8.82 -15.33
C -23.42 -8.99 -14.07
H -23.08 -8.59 -19.00
H -22.78 -6.96 -18.46
H -24.34 -7.31 -19.22
H -24.09 -9.44 -13.34
H -23.26 -8.01 -13.60
H -22.44 -9.47 -14.07
C -17.89 -11.20 -4.65
O -18.71 -11.57 -5.74
C -18.84 -10.72 -6.77
O -18.59 -9.54 -6.72
O -19.27 -11.40 -7.81
C -19.64 -10.63 -8.97
H -17.42 -12.11 -4.30
H -18.48 -10.75 -3.85
H -17.13 -10.48 -4.97
H -20.34 -11.24 -9.51
H -18.77 -10.52 -9.62
H -19.97 -9.62 -8.78
C -22.51 -10.07 -10.69
O -22.45 -9.68 -9.32
C -23.01 -8.51 -9.04
O -23.64 -7.81 -9.80
O -22.90 -8.28 -7.74
C -23.00 -7.00 -7.18
H -23.51 -10.11 -11.12
H -22.15 -11.09 -10.79
H -21.97 -9.38 -11.34
H -22.09 -6.43 -7.36
H -23.19 -7.13 -6.12
H -23.83 -6.39 -7.55
C -14.79 -12.84 -17.38
O -14.57 -12.84 -15.99
C -15.59 -12.43 -15.21
O -16.70 -12.27 -15.57
O -15.18 -12.35 -13.96
C -16.16 -11.92 -13.03
H -15.85 -12.98 -17.57
H -14.18 -13.65 -17.80
H -14.41 -11.97 -17.92
H -17.18 -12.19 -13.31
H -16.17 -10.83 -12.99
H -15.93 -12.21 -12.00
C -18.85 -15.48 -12.18
O -19.07 -16.74 -12.79
C -20.25 -17.32 -12.66
O -21.02 -17.12 -11.76
O -20.41 -18.16 -13.66
C -21.47 -19.10 -13.64
H -17.89 -15.05 -12.43
H -18.83 -15.56 -11.09
H -19.65 -14.78 -12.44
H -22.40 -18.75 -13.21
H -21.17 -20.01 -13.12
H -21.62 -19.41 -14.67
C -23.72 -11.82 -17.78
O -24.03 -12.35 -16.52
C -23.07 -12.27 -15.59
O -22.10 -11.60 -15.61
O -23.48 -13.08 -14.60
C -22.71 -13.12 -13.42
H -24.65 -11.69 -18.34
H -23.03 -12.39 -18.41
H -23.34 -10.80 -17.71
H -21.70 -13.49 -13.62
H -23.16 -13.79 -12.69
H -22.54 -12.13 -12.98
C -17.81 -15.16 -15.62
O -18.45 -15.39 -16.86
C -18.71 -14.36 -17.66
O -18.82 -13.21 -17.33
O -19.06 -14.86 -18.85
C -19.22 -13.99 -19.95
H -16.85 -14.67 -15.84
H -17.76 -16.09 -15.06
H -18.30 -14.46 -14.93
H -19.58 -14.54 -20.81
H -18.21 -13.70 -20.27
H -19.81 -13.14 -19.61
C -18.78 -8.12 -12.36
O -19.07 -6.87 -12.97
C -19.63 -6.89 -14.16
O -19.77 -7.81 -14.90
O -20.05 -5.63 -14.45
C -21.04 -5.50 -15.45
H -17.82 -8.48 -12.73
H -19.53 -8.89 -12.56
H -18.68 -7.93 -11.29
H -20.62 -5.87 -16.39
H -21.33 -4.46 -15.56
H -21.87 -6.18 -15.23
```

Results
* multiplicity: 1
* frontier orbital gap: 0.2914 Eh
* E_HOMO: -5.488 eV
* relative energy (zero: lowest compared OMol25 entry of this formula, charge and spin): 0.0 kcal/mol
* total charge: -1

Mulliken atomic charge list, values in e, 8 entries: number 1, N, carries 0.234; number 2, O, carries -0.316; number 3, O, carries -0.502; number 4, O, carries -0.519; number 5, C, carries -0.595; number 6, O, carries -0.435; number 7, C, carries 0.790; number 8, O, carries -0.356

***

# 2
Entry from the OMol25 dataset: C24H48NaO12S6 as an isolated structure (ωB97M-V/def2-TZVPD).

XYZ file:
```
91
Properties=species:S:1:pos:R:3
Na 23.09 -12.09 26.18
C 27.82 -11.58 29.61
C 27.94 -10.10 29.23
C 26.90 -9.86 28.14
S 25.46 -10.73 28.74
O 24.77 -11.35 27.63
O 24.71 -9.89 29.64
C 26.34 -11.95 29.73
H 28.37 -11.83 30.51
H 28.28 -12.18 28.82
H 28.94 -9.87 28.88
H 27.74 -9.46 30.09
H 27.15 -10.33 27.19
H 26.58 -8.83 27.97
H 26.14 -12.92 29.27
H 25.89 -11.95 30.71
C 21.54 -10.72 30.89
C 20.37 -10.41 29.93
C 19.70 -11.73 29.59
S 21.06 -12.87 29.37
O 21.64 -12.68 28.07
O 20.67 -14.18 29.77
C 22.14 -12.09 30.58
H 21.25 -10.62 31.94
H 22.32 -9.97 30.76
H 20.74 -9.92 29.03
H 19.64 -9.75 30.40
H 19.09 -11.78 28.69
H 19.16 -12.14 30.44
H 23.14 -12.09 30.15
H 22.11 -12.77 31.43
C 25.85 -8.46 22.05
C 24.35 -8.14 21.94
C 23.79 -8.40 23.34
S 24.69 -9.78 24.02
O 23.91 -10.99 23.91
O 25.22 -9.43 25.32
C 25.93 -9.81 22.73
H 26.36 -7.70 22.65
H 26.36 -8.47 21.09
H 23.85 -8.73 21.17
H 24.19 -7.10 21.68
H 22.73 -8.48 23.55
H 24.09 -7.55 23.97
H 25.55 -10.59 22.07
H 26.88 -10.19 23.10
C 21.93 -16.58 25.85
C 21.83 -17.06 24.39
C 21.80 -15.81 23.52
S 20.80 -14.65 24.44
O 19.45 -14.67 23.94
O 21.49 -13.38 24.53
C 20.88 -15.48 26.02
H 22.91 -16.16 26.04
H 21.75 -17.43 26.51
H 20.91 -17.64 24.24
H 22.64 -17.72 24.11
H 21.35 -15.88 22.54
H 22.80 -15.38 23.44
H 19.91 -15.92 26.23
H 21.07 -14.76 26.80
C 18.15 -10.24 23.67
C 18.22 -9.11 24.72
C 18.82 -9.66 26.02
S 19.81 -11.09 25.59
O 19.32 -12.22 26.30
O 21.21 -10.71 25.68
C 19.35 -11.18 23.86
H 18.15 -9.85 22.66
H 17.23 -10.81 23.84
H 17.23 -8.71 24.90
H 18.81 -8.27 24.36
H 18.05 -10.04 26.69
H 19.45 -8.96 26.57
H 19.17 -12.23 23.62
H 20.23 -10.80 23.35
C 27.78 -15.01 26.05
C 27.70 -15.76 24.73
C 26.35 -15.48 24.10
S 25.93 -13.81 24.57
O 24.61 -13.79 25.16
O 26.27 -12.93 23.50
C 27.14 -13.65 25.87
H 28.81 -14.89 26.40
H 27.32 -15.56 26.88
H 27.90 -16.82 24.86
H 28.48 -15.38 24.06
H 25.55 -16.10 24.53
H 26.30 -15.55 23.02
H 26.74 -13.14 26.75
H 27.89 -12.99 25.43
```

Results
* multiplicity: 1
* frontier orbital gap: 0.3795 Eh
* E_HOMO: -12.171 eV
* relative energy (zero: lowest compared OMol25 entry of this formula, charge and spin): 0.0 kcal/mol
* total charge: +1

Mulliken atomic charge list, values in e, 8 entries: number 1, Na, carries 1.073; number 2, C, carries -0.551; number 3, C, carries -0.747; number 4, C, carries -0.678; number 5, S, carries 0.652; number 6, O, carries -0.401; number 7, O, carries -0.618; number 8, C, carries -0.851

***

# 3
Entry from the OMol25 dataset: a 7-piece molecular cluster, C24H48O10 overall (ωB97M-V/def2-TZVPD).

XYZ file:
```
82
Properties=species:S:1:pos:R:3
C 0.61 -1.31 -1.91
C 0.87 -0.08 -1.40
O 0.62 -0.01 -0.02
C 0.98 1.15 0.72
C 0.79 1.10 2.18
O 1.56 2.10 0.13
H 1.33 -2.23 -1.64
H 0.53 -1.37 -3.03
H -0.50 -1.41 -1.71
H 2.04 0.31 -1.59
H 0.15 0.77 -1.74
H -0.20 0.86 2.31
H 1.10 2.09 2.76
H 1.37 0.18 2.37
C -2.37 2.83 -2.00
C -2.95 2.31 -0.64
O -2.66 0.88 -0.51
C -2.87 0.36 0.73
C -2.53 -1.08 0.77
O -3.22 0.97 1.72
H -3.03 2.77 -2.86
H -1.27 2.53 -2.13
H -2.31 3.96 -2.08
H -2.52 2.88 0.27
H -4.06 2.51 -0.71
H -3.03 -1.63 1.49
H -1.50 -1.25 0.74
H -2.72 -1.62 -0.13
C 4.10 -1.36 0.11
C 4.50 -1.21 1.61
O 3.66 -2.02 2.31
C 3.76 -2.11 3.64
C 2.70 -3.09 4.20
O 4.51 -1.39 4.37
H 4.18 -2.48 -0.07
H 4.85 -1.05 -0.52
H 3.12 -0.74 -0.12
H 5.49 -1.70 1.59
H 4.46 -0.06 1.59
H 2.78 -3.94 3.65
H 1.76 -2.63 4.35
H 2.98 -3.26 5.17
C 3.41 3.10 -5.85
C 3.11 2.18 -4.76
C 2.64 2.94 -3.44
O 3.19 0.91 -4.78
H 2.49 3.49 -6.19
H 3.94 2.49 -6.67
H 4.09 3.87 -5.64
H 1.68 3.51 -3.57
H 3.35 3.50 -2.83
H 2.35 2.12 -2.83
C -0.72 4.20 4.20
C -1.11 2.87 4.74
C -2.56 2.52 4.92
O -0.17 2.01 5.08
H -1.70 4.77 3.74
H 0.19 3.92 3.47
H -0.02 4.66 4.90
H -3.08 2.63 3.97
H -3.05 3.24 5.57
H -2.70 1.47 5.23
C 1.03 -3.54 0.93
C -0.36 -4.09 1.50
C -1.06 -5.44 0.88
O -0.89 -3.63 2.60
H 1.78 -4.02 1.35
H 0.97 -2.57 1.17
H 1.10 -3.60 -0.04
H -0.40 -6.45 0.99
H -1.11 -5.63 -0.27
H -1.90 -5.68 1.32
C -5.09 -0.09 -2.86
C -4.44 -1.26 -3.45
C -2.98 -1.13 -3.88
O -5.04 -2.42 -3.77
H -6.14 -0.20 -2.69
H -5.06 0.88 -3.44
H -4.99 0.07 -1.81
H -2.53 -1.99 -4.18
H -2.36 -0.88 -3.02
H -2.86 -0.23 -4.50
```

Results
* multiplicity: 1
* frontier orbital gap: 0.3675 Eh
* E_HOMO: -9.652 eV
* relative energy (zero: lowest compared OMol25 entry of this formula, charge and spin): 167.6 kcal/mol
* total charge: 0
* SMILES: CCOC(C)=O.CCOC(C)=O.CCOC(C)=O.CC(C)=O.CC(C)=O.CC(C)=O.CC(C)=O

Mulliken atomic charge list, values in e, 8 entries: number 1, C, carries -0.988; number 2, C, carries 1.036; number 3, O, carries 0.194; number 4, C, carries 0.592; number 5, C, carries -0.403; number 6, O, carries -0.607; number 7, H, carries -0.023; number 8, H, carries 0.371